# 1
This record from OMol25 describes C43H33CoNOP2S2 as an isolated structure. The level of theory is ωB97M-V/def2-TZVPD.

Calculated values
**<S²>**: 6.15
**Charge**: +3
**HOMO-LUMO gap (alpha / beta)**: 0.2286 / 0.1729 Ha
**2S+1**: 5

Geometry as XYZ:
```
83
Properties=species:S:1:pos:R:3:forces:R:3:mulliken_charge:R:1
Co -0.18571 0.75966 -0.56698 0.5 -0.2 0.0 0.444
O -1.08714 -0.44843 3.57300 0.0 0.0 -0.2 -0.766
S -0.37704 -0.59810 2.28256 -0.1 -0.1 0.2 1.325
C 1.30760 -0.02556 2.58931 0.0 0.0 0.1 0.188
C 1.62092 0.22936 3.91251 0.1 0.0 0.0 -0.300
C 2.93131 0.56748 4.25073 -0.1 0.0 0.0 -0.991
C 3.90910 0.62500 3.27462 0.0 0.0 -0.1 -0.891
C 3.59040 0.33998 1.94855 0.1 0.0 0.0 -1.016
C 2.29186 0.00491 1.59291 0.0 -0.1 0.0 -0.543
P 1.82865 -0.34229 -0.11774 -0.2 0.3 0.0 1.966
C 3.13476 0.25486 -1.19517 0.1 -0.1 0.0 0.420
C 4.17716 -0.58751 -1.58231 0.0 0.0 0.0 -0.522
C 5.20209 -0.09396 -2.37677 0.0 0.0 0.0 -0.762
C 5.18885 1.23375 -2.78212 0.0 0.0 0.0 -0.667
C 4.14958 2.07595 -2.40245 0.0 0.0 0.0 -0.843
C 3.12282 1.58722 -1.61276 0.0 0.0 0.0 -0.310
C 1.70495 -2.13068 -0.31172 0.0 0.0 0.0 0.825
C 1.31853 -2.63777 -1.55544 0.0 0.0 0.0 -0.536
C 1.20837 -4.00582 -1.73807 0.1 0.0 0.0 -0.759
C 1.47301 -4.87161 -0.68077 0.0 0.0 0.0 -0.700
C 1.84927 -4.36999 0.55640 0.0 0.0 0.0 -0.880
C 1.96828 -2.99832 0.74441 0.0 -0.1 0.0 -0.637
C -0.96932 0.84322 1.34572 -0.2 0.0 -0.4 -0.314
C -0.74905 2.15666 2.10130 0.2 0.0 0.1 0.080
C -2.07346 2.80834 2.36392 -0.1 0.0 0.0 -1.122
C -3.08744 2.72390 1.50860 0.0 0.0 0.1 -1.611
C -2.95711 1.99673 0.19050 -0.1 -0.1 -0.1 -0.480
C -2.01634 0.77957 0.38197 0.1 0.2 0.3 0.374
P -2.60210 -0.75237 -0.35980 -0.1 0.1 -0.1 0.063
C -1.96413 -0.95698 -2.01384 0.1 0.0 -0.1 1.948
C -2.39277 -2.08874 -2.72157 0.0 0.0 0.1 -0.679
C -1.95162 -2.32338 -4.01299 0.0 0.0 0.0 -0.802
C -1.08312 -1.43650 -4.63400 0.1 0.1 0.0 -0.648
C -0.65294 -0.29641 -3.96393 0.0 -0.2 0.1 -0.954
C -1.09492 -0.06452 -2.67106 0.1 0.3 0.0 -0.983
C -2.48671 -2.18460 0.62839 0.0 -0.2 0.2 0.514
C -3.26273 -2.16718 1.80609 0.1 0.0 0.0 -0.355
C -3.24987 -3.26034 2.64749 0.0 0.1 0.0 -0.681
C -2.48407 -4.37135 2.31326 0.0 -0.1 0.0 -0.699
C -1.72395 -4.39895 1.14330 0.0 0.0 0.0 -0.705
C -1.71868 -3.31522 0.29277 0.0 0.1 0.0 0.080
H 0.85025 0.14465 4.66725 0.0 0.0 0.0 0.666
H 3.18190 0.77168 5.28251 0.0 0.0 0.0 0.457
H 4.92618 0.87676 3.54033 0.0 0.0 0.0 0.486
H 4.36338 0.38304 1.19146 0.0 0.0 0.0 0.578
H 4.19286 -1.62346 -1.26820 0.0 0.0 0.0 0.532
H 6.01070 -0.74562 -2.67694 0.0 0.0 0.0 0.474
H 5.99104 1.61580 -3.39849 0.0 0.0 0.0 0.444
H 4.14419 3.10756 -2.72546 0.0 0.0 0.0 0.484
H 2.31604 2.25301 -1.31829 0.0 0.0 0.0 0.239
H 1.13456 -1.97100 -2.39093 0.0 0.0 0.0 0.609
H 0.93691 -4.40195 -2.70724 0.0 0.0 0.0 0.490
H 1.40232 -5.94057 -0.83051 0.0 0.0 0.0 0.475
H 2.06842 -5.04417 1.37297 0.0 0.0 0.0 0.491
H 2.28028 -2.61825 1.70896 0.0 0.0 0.0 0.465
H -0.24451 1.95093 3.04602 0.0 0.0 0.0 0.976
H -2.19169 3.35655 3.28996 0.0 0.0 0.0 0.646
H -4.03626 3.19064 1.73976 0.0 0.0 0.0 0.571
H -3.93678 1.62964 -0.12015 0.0 0.0 0.0 1.348
H -3.08752 -2.78235 -2.26493 0.0 0.0 0.0 0.563
H -2.30305 -3.19697 -4.54417 0.0 0.0 0.0 0.510
H -0.75300 -1.62310 -5.64683 0.0 0.0 0.0 0.475
H 0.02111 0.40091 -4.44127 0.0 0.0 0.0 0.507
H -0.77020 0.92503 -2.28661 -0.4 0.1 -0.2 0.257
H -3.85978 -1.29921 2.05776 0.0 0.0 0.0 0.415
H -3.83401 -3.25219 3.55623 0.0 0.0 0.0 0.471
H -2.47645 -5.22914 2.97260 0.0 0.0 0.0 0.454
H -1.13169 -5.27146 0.90656 0.0 0.0 0.0 0.562
H -1.09531 -3.32443 -0.59191 -0.1 0.0 0.0 0.394
S -0.00935 4.84387 1.54397 0.2 0.1 0.2 -0.048
C 0.25968 3.06961 1.22750 -0.2 -0.1 -0.1 -0.257
N -0.24526 2.80229 -0.10722 0.0 0.0 0.1 -0.187
C -1.24876 3.56862 -0.32858 0.1 0.0 0.1 -0.422
C -2.49586 3.04753 -0.94350 0.0 0.0 0.0 0.786
C -3.50074 4.12561 -1.15310 0.0 0.1 0.0 -0.945
C -3.35547 5.39038 -0.65277 0.0 -0.1 -0.1 -0.635
C -2.26549 5.75771 0.16615 0.1 0.0 0.1 -0.571
C -1.27103 4.82091 0.43342 -0.3 -0.2 -0.3 0.697
H 1.29557 2.77819 1.38466 0.0 0.0 0.0 0.498
H -2.33098 2.49508 -1.87114 0.0 0.0 0.0 0.448
H -4.38332 3.89074 -1.73505 0.0 0.0 0.0 0.497
H -4.12261 6.12637 -0.85185 0.0 0.0 0.0 0.489
H -2.23359 6.74071 0.61817 0.0 0.0 0.0 0.541
```
Forces are in eV/Å.

=====

# 2
This record from OMol25 describes C43H34BrN4O5P2S3Se3TaTe as an isolated structure in a non-equilibrium geometry. The level of theory is ωB97M-V/def2-TZVPD.

Calculated values
**<S²>**: 0.77
**Charge**: -1
**HOMO-LUMO gap (alpha / beta)**: 0.1959 / 0.1857 Ha
**ΔE to the lowest compared entry with this formula, charge and spin**: 86.5 kcal per mole
**2S+1**: 2

Geometry as XYZ:
```
97
Properties=species:S:1:pos:R:3:forces:R:3:mulliken_charge:R:1
Ta 0.22819 -0.14610 0.22196 0.3 -2.2 0.5 2.064
O 0.23302 1.49767 1.17995 0.3 3.3 1.9 0.766
N 1.20833 2.35464 0.95180 0.9 0.7 -0.4 0.047
C 1.45029 3.33356 1.83866 -0.2 -0.1 0.3 -0.406
C 2.41818 4.26362 1.58937 0.1 0.1 -0.1 -0.973
C 3.15591 4.17976 0.40351 -0.1 0.0 0.0 -0.368
C 2.88406 3.17928 -0.49508 -0.1 -0.1 0.0 -0.992
C 1.87312 2.24415 -0.22358 0.5 0.9 0.4 -0.387
S 1.36805 1.05370 -1.30746 2.0 1.7 -2.9 0.554
H 0.82206 3.31734 2.71658 0.0 -0.1 0.0 0.587
H 2.59277 5.05279 2.30464 0.0 0.0 0.0 0.450
H 3.92928 4.90604 0.19284 0.0 0.0 0.0 0.415
H 3.41769 3.07091 -1.42944 0.0 0.0 0.0 0.656
Se -1.51776 -1.68553 0.18735 -5.0 -3.1 -0.5 -0.979
Se 0.55742 -4.28646 2.95542 -0.3 0.7 -0.2 -0.544
Te 0.54041 -2.24987 1.56712 1.5 -4.1 2.4 0.257
Se 2.33666 -0.63480 1.99417 0.9 1.0 -0.1 -0.648
C -2.80056 2.20611 -2.69858 -0.1 0.1 -0.2 -1.594
N -1.82763 1.42657 -1.94644 -0.2 -0.3 0.3 0.612
P -2.01830 1.29037 -0.19305 -1.3 1.2 -1.1 0.878
C -3.86666 1.12373 -0.24449 0.2 -0.2 0.5 1.661
C -4.46757 -0.12060 -0.39804 -0.2 -0.2 0.0 -0.111
C -5.84990 -0.25264 -0.36808 0.0 0.1 0.0 -0.908
C -6.65512 0.86073 -0.19504 -0.1 0.0 0.0 -0.625
C -6.06802 2.11089 -0.08122 0.0 0.0 0.0 -0.939
C -4.68766 2.24098 -0.10930 0.0 0.0 0.0 -0.594
C -1.79248 3.10080 0.16625 0.3 0.0 0.4 0.420
C -2.23903 3.71368 1.34157 0.0 0.0 0.0 -0.742
C -1.87332 5.01548 1.65220 0.0 0.0 0.0 -0.869
C -1.05272 5.74326 0.80248 0.1 0.1 0.0 -0.873
C -0.60415 5.15623 -0.36937 0.0 0.0 0.1 -0.554
C -0.96483 3.84995 -0.66990 0.0 0.0 -0.3 -0.696
P -1.11547 -0.01217 -2.51653 -0.6 1.0 -1.0 0.093
C -2.51783 -0.89939 -3.34667 0.3 -0.3 0.3 1.104
C -2.91679 -2.15289 -2.89198 -0.1 -0.1 -0.1 -0.619
C -3.99505 -2.80622 -3.47600 0.0 0.0 0.0 -0.646
C -4.68485 -2.21312 -4.51962 -0.1 0.0 0.0 -0.677
C -4.27182 -0.97976 -5.00545 0.0 0.0 0.0 -0.793
C -3.18826 -0.33450 -4.43255 -0.1 -0.1 0.0 -0.586
C -0.34575 0.55888 -4.08909 0.3 -0.2 0.3 0.993
C -0.01531 -0.41718 -5.02778 -0.1 0.1 -0.1 -0.851
C 0.61214 -0.07083 -6.21320 0.0 -0.2 0.0 -0.613
C 0.94877 1.25018 -6.46245 0.1 0.1 -0.1 -0.839
C 0.65441 2.22373 -5.52243 0.0 0.0 0.0 -0.702
C 0.01025 1.87850 -4.34578 0.0 0.1 0.2 -0.162
H -3.00002 3.13919 -2.16992 0.0 0.0 0.0 0.544
H -3.75170 1.68027 -2.82362 0.0 0.0 0.0 0.119
H -2.41829 2.46188 -3.68902 0.0 0.0 0.0 0.601
H -3.88153 -1.01962 -0.51505 0.1 0.1 0.0 0.104
H -6.28636 -1.23859 -0.46742 0.0 0.0 0.0 0.441
H -7.73207 0.75652 -0.14377 0.0 0.0 0.0 0.375
H -6.68213 2.99525 0.03841 0.0 0.0 0.0 0.414
H -4.26056 3.22889 -0.01804 0.0 0.0 0.0 0.390
H -2.87998 3.16307 2.01393 0.0 0.0 0.0 0.694
H -2.23406 5.46068 2.57192 0.0 0.0 0.0 0.451
H -0.76155 6.75617 1.05317 0.0 0.0 0.0 0.393
H 0.04069 5.70166 -1.04760 0.0 0.0 0.0 0.525
H -0.60265 3.41751 -1.59376 0.0 -0.1 0.1 0.016
H -2.38778 -2.63728 -2.08167 0.0 0.1 0.0 0.476
H -4.28861 -3.78255 -3.11135 0.0 0.0 0.0 0.456
H -5.53590 -2.71225 -4.96657 0.0 0.0 0.0 0.373
H -4.78586 -0.52108 -5.84116 0.0 0.0 0.0 0.427
H -2.85319 0.60458 -4.85080 0.0 0.0 0.0 0.312
H -0.27730 -1.45155 -4.83411 0.0 0.0 0.0 0.484
H 0.84785 -0.84221 -6.93506 0.0 0.0 0.0 0.417
H 1.45111 1.52103 -7.38269 0.0 0.0 0.0 0.355
H 0.93886 3.25404 -5.69491 0.0 0.0 0.0 0.427
H -0.21062 2.65124 -3.61964 0.0 -0.1 0.0 0.019
Br -0.40577 2.01638 7.92521 0.0 0.0 0.0 -0.205
C -1.69614 1.62537 6.59088 0.0 0.0 0.0 -0.038
C -3.03617 1.88016 6.83894 0.1 0.0 0.0 -0.174
N -3.97697 1.67112 5.92578 -0.2 0.0 0.0 -0.679
C -3.60657 1.22628 4.72926 0.1 0.0 0.1 -0.199
C -2.28509 0.94008 4.40254 -0.1 0.1 0.1 0.261
C -1.30180 1.12639 5.36274 -0.1 0.0 0.1 -0.652
C -1.89860 0.58517 2.99580 0.1 0.0 -0.7 0.197
O -0.84363 -0.04842 2.81559 0.1 0.0 0.2 -0.310
O -2.64939 1.04522 2.09302 0.0 -0.1 0.1 -0.368
H -3.36995 2.26957 7.79386 0.1 0.0 0.0 0.380
H -4.38951 1.08579 3.99385 0.1 0.0 0.0 0.577
H -0.26927 0.89044 5.14018 0.0 0.0 -0.1 0.584
O 5.65633 -1.03545 -3.41099 0.1 -0.3 0.1 -0.721
S 4.25130 -0.81077 -3.58310 -0.3 0.4 0.1 1.083
O 3.85680 0.49675 -4.04674 0.0 -0.1 -0.3 -0.595
N 3.36884 -1.13112 -2.23214 -0.1 0.0 -0.3 -0.555
C 2.38702 -1.94960 -2.50824 0.3 0.7 0.8 0.885
S 1.03041 -2.17441 -1.50406 0.0 -0.3 -0.6 -0.366
C 2.48850 -2.64509 -3.81545 0.1 -0.1 -0.3 0.247
C 1.74618 -3.71588 -4.28413 0.1 0.1 -0.1 -0.465
C 2.04536 -4.20668 -5.54952 -0.1 0.0 0.0 -0.609
C 3.05193 -3.63554 -6.31998 0.0 0.0 -0.1 -0.506
C 3.80075 -2.56578 -5.84141 0.1 0.1 0.0 -0.683
C 3.50202 -2.09075 -4.58392 -0.1 -0.1 0.3 0.047
H 0.97347 -4.15969 -3.67073 0.0 0.0 0.0 0.518
H 1.48889 -5.05169 -5.93426 0.0 0.0 0.0 0.407
H 3.25933 -4.03098 -7.30626 0.0 0.0 0.0 0.392
H 4.59552 -2.12378 -6.42844 0.0 0.0 0.0 0.464
```
Forces are in eV/Å.

=====

Values for DFT total energy, Ha, ordered as above
-4649.16098, -14234.88817